*A*
Below is one molecule with the formula C4H6OS3, with properties calculated with wB97M-V/def2-TZVPD.

Structure (XYZ):
```
14
Properties=species:S:1:pos:R:3:mulliken_charge:R:1
S 2.02 1.54 -0.21 -0.2420
S -3.47 0.36 0.80 -0.2532
C -2.38 -0.30 -0.22 -0.0348
H 3.90 -0.09 1.15 0.3568
H -0.76 -1.24 -1.90 0.4194
H 0.37 0.24 -1.90 0.3405
H 3.24 -1.70 0.84 0.3186
H -2.42 -1.32 -0.49 0.3053
C -0.33 -0.44 -1.31 -0.6195
C 2.98 -0.65 1.21 -1.0973
O -1.35 0.33 -0.73 -0.1879
C 1.98 -0.02 0.24 0.4058
S 0.84 -1.24 -0.18 0.0005
H 2.66 -0.56 2.26 0.2878
```

For the highest occupied orbital energy, the calculation gives -9.000 eV. As for the net charge: 0. For the HOMO-LUMO gap, the calculation gives 8.607 eV.

---

*B*
Below is one molecule with the formula C4H6OS3, with properties calculated with wB97M-V/def2-TZVPD.

Structure (XYZ):
```
14
Properties=species:S:1:pos:R:3:mulliken_charge:R:1
S -1.54 0.08 -2.09 -0.1752
C 0.39 -0.85 -0.22 -0.1431
H 2.51 -0.96 -0.74 0.1365
C -0.64 0.90 0.55 0.1662
S 1.56 -0.35 -1.48 -0.1772
S 1.23 -0.28 2.46 -0.2796
H -1.74 -0.97 0.10 0.3302
O -1.55 1.35 1.48 -0.5063
H 0.44 -1.97 -0.15 0.3413
C 0.48 -0.05 1.07 0.0439
C -1.00 -0.29 -0.38 -0.4691
H -1.14 1.55 2.34 0.3344
H -0.25 1.73 -0.06 0.2559
H -2.78 0.34 -1.64 0.1420
```

For the highest occupied orbital energy, the calculation gives -9.002 eV. As for the net charge: 0. For the HOMO-LUMO gap, the calculation gives 8.264 eV.

---

We find *A* to be the most stable, with the next structure 0.233 eV higher.